[1]
Entry from the OMol25 dataset: C5H11N in the gas phase in a non-equilibrium geometry (wB97M-V/def2-TZVPD).

Summary:
Frontier orbital gap = 9.04 eV
Lowest unoccupied orbital energy = 1.183 eV
Electronic energy = -6852.4224 eV
Relative energy (zero: lowest compared OMol25 entry of this formula, charge and spin) = 25.5 kcal per mole
Charge = 0
SMILES = CCC/C=C/N

Atoms and positions in Å:
C (2.02026, -0.55293, -1.28822)
C (1.95074, -0.58416, 0.25601)
C (0.82081, 0.32109, 0.78932)
C (-0.54040, -0.18891, 0.40717)
C (-1.69089, 0.49749, 0.52473)
N (-2.74047, 0.57934, -0.39760)
H (1.78843, 0.40844, -1.72512)
H (1.29593, -1.29319, -1.64254)
H (2.96887, -0.93988, -1.62568)
H (1.65244, -1.57442, 0.63767)
H (2.90940, -0.33674, 0.71498)
H (0.99508, 0.52023, 1.85988)
H (0.92892, 1.32145, 0.34519)
H (-0.53925, -1.02137, -0.29117)
H (-1.75114, 1.24968, 1.31571)
H (-2.83236, -0.25995, -0.94504)
H (-3.59595, 0.85741, 0.07140)



[2]
Entry from the OMol25 dataset: C5H11N in the gas phase (wB97M-V/def2-TZVPD).

Summary:
Frontier orbital gap = 9.90 eV
Lowest unoccupied orbital energy = 1.073 eV
Electronic energy = -6852.3628 eV
Relative energy (zero: lowest compared OMol25 entry of this formula, charge and spin) = 26.9 kcal per mole
Charge = 0
SMILES = CN1CC1(C)C

Atoms and positions in Å:
C (-2.00162, 0.25688, 0.27197)
N (-0.67881, 0.19396, 0.85854)
C (0.25394, 1.27252, 0.60214)
C (0.50035, -0.08879, 0.04937)
C (1.46380, -1.04154, 0.73148)
C (0.42451, -0.26565, -1.45541)
H (-2.04385, 0.69254, -0.73912)
H (-2.41814, -0.75508, 0.22758)
H (-2.64370, 0.85981, 0.92286)
H (0.81182, 1.64146, 1.46205)
H (-0.04058, 2.04605, -0.11131)
H (2.36574, -1.20867, 0.13023)
H (0.97186, -2.00917, 0.88149)
H (1.76375, -0.66526, 1.71348)
H (1.36484, 0.07274, -1.90442)
H (0.28535, -1.31853, -1.72795)
H (-0.37924, 0.31673, -1.91298)



[3]
Entry from the OMol25 dataset: C5H11N in the gas phase (wB97M-V/def2-TZVPD).

Summary:
Frontier orbital gap = 9.94 eV
Lowest unoccupied orbital energy = 1.080 eV
Electronic energy = -6852.8176 eV
Relative energy (zero: lowest compared OMol25 entry of this formula, charge and spin) = 16.4 kcal per mole
Charge = 0
SMILES = CC1(C)CCN1

Atoms and positions in Å:
C (0.99979, -1.05471, -0.61842)
C (0.23281, -0.02724, 0.20606)
C (0.83356, 0.11567, 1.59361)
C (-1.30178, -0.22017, 0.11787)
C (-1.28590, 0.89364, -0.93879)
H (0.96829, -2.04132, -0.14654)
H (2.05369, -0.75871, -0.72263)
H (0.57695, -1.15410, -1.62716)
H (0.79965, -0.83388, 2.13966)
H (1.87695, 0.44058, 1.52319)
H (0.28800, 0.87547, 2.16250)
H (-1.65067, -1.20631, -0.19959)
H (-1.81520, 0.06836, 1.04203)
H (-1.33602, 0.49474, -1.96442)
H (-2.04024, 1.68577, -0.84014)
H (0.73532, 1.44680, -1.23714)
N (0.06477, 1.27541, -0.49008)



[4]
Entry from the OMol25 dataset: C5H11N in the gas phase in a non-equilibrium geometry (wB97M-V/def2-TZVPD).

Summary:
Frontier orbital gap = 9.36 eV
Lowest unoccupied orbital energy = 1.188 eV
Electronic energy = -6851.9961 eV
Relative energy (zero: lowest compared OMol25 entry of this formula, charge and spin) = 35.3 kcal per mole
Charge = 0
SMILES = C=CCCNC

Atoms and positions in Å:
C (-0.48832, -1.60029, 1.70904)
N (0.56676, -0.80508, 1.09426)
C (0.66556, -0.73328, -0.33416)
C (-0.49598, 0.02021, -1.04446)
C (-0.41498, 1.47932, -0.68587)
C (0.34497, 2.40448, -1.27388)
H (-0.09445, -2.09340, 2.59299)
H (-0.82315, -2.33510, 0.98205)
H (-1.34831, -0.97818, 1.98268)
H (0.89308, -0.08905, 1.71698)
H (0.62121, -1.75433, -0.71041)
H (1.58712, -0.20206, -0.56825)
H (-1.45294, -0.39300, -0.72027)
H (-0.30739, -0.04546, -2.11727)
H (-0.67816, 1.69893, 0.35211)
H (0.70414, 2.18833, -2.27329)
H (0.72083, 3.23797, -0.70224)



[5]
Entry from the OMol25 dataset: C5H11N in the gas phase (wB97M-V/def2-TZVPD).

Summary:
Frontier orbital gap = 9.90 eV
Lowest unoccupied orbital energy = 1.072 eV
Electronic energy = -6852.3609 eV
Relative energy (zero: lowest compared OMol25 entry of this formula, charge and spin) = 26.9 kcal per mole
Charge = 0
SMILES = CN1CC1(C)C

Atoms and positions in Å:
C (1.95818, -0.19219, -0.51537)
N (0.89516, 0.65920, -0.02351)
C (0.37096, 0.45805, 1.31198)
C (-0.46888, 0.16882, 0.11583)
C (-1.50285, 1.15990, -0.38216)
C (-0.83497, -1.28015, -0.14270)
H (1.91734, -1.23892, -0.17407)
H (1.93107, -0.18807, -1.61045)
H (2.91984, 0.22617, -0.19986)
H (0.21616, 1.35560, 1.90966)
H (0.72205, -0.40744, 1.87974)
H (-2.52449, 0.79575, -0.22153)
H (-1.36427, 1.31527, -1.45818)
H (-1.39522, 2.13035, 0.11017)
H (-1.68341, -1.55232, 0.49499)
H (-1.13590, -1.43874, -1.18493)
H (-0.02077, -1.97128, 0.09040)



[6]
Entry from the OMol25 dataset: C5H11N in the gas phase in a non-equilibrium geometry (wB97M-V/def2-TZVPD).

Summary:
Frontier orbital gap = 10.43 eV
Lowest unoccupied orbital energy = 1.191 eV
Electronic energy = -6852.7515 eV
Relative energy (zero: lowest compared OMol25 entry of this formula, charge and spin) = 17.9 kcal per mole
Charge = 0
SMILES = C=C[C@H](C)CN

Atoms and positions in Å:
C (0.62349, 0.14250, -1.49213)
C (-0.14802, 0.12132, -0.18167)
C (0.84720, 0.20352, 1.00670)
C (-0.99642, -1.14270, -0.09874)
C (-2.32338, -1.13953, -0.10396)
H (1.27754, -0.70769, -1.62109)
H (-0.04541, 0.19625, -2.38381)
H (1.30575, 0.99505, -1.50699)
H (-0.88897, 0.96722, -0.11013)
H (1.60485, -0.56594, 0.86366)
H (0.31802, 0.02825, 1.95447)
H (0.85409, 2.26056, 1.16293)
H (2.23355, 1.53310, 1.75695)
H (-0.44685, -2.09861, -0.12441)
H (-2.89279, -0.22335, -0.12957)
H (-2.86922, -2.07009, -0.02490)
N (1.54657, 1.50014, 1.03269)



[7]
Entry from the OMol25 dataset: C5H11N in the gas phase in a non-equilibrium geometry (wB97M-V/def2-TZVPD).

Summary:
Frontier orbital gap = 10.08 eV
Lowest unoccupied orbital energy = 1.233 eV
Electronic energy = -6851.9830 eV
Relative energy (zero: lowest compared OMol25 entry of this formula, charge and spin) = 35.6 kcal per mole
Charge = 0
SMILES = C[C@@H]1[C@H](C)N1C

Atoms and positions in Å:
C (-0.43610, 1.91814, -0.00825)
C (-0.48315, 0.48531, -0.46967)
C (0.69380, -0.35470, -0.39666)
C (2.02345, -0.06255, 0.12992)
N (-0.48830, -0.55177, 0.55824)
C (-1.44341, -1.62671, 0.35036)
H (0.22658, 2.04437, 0.85242)
H (-1.43530, 2.25250, 0.28963)
H (-0.08822, 2.57454, -0.81435)
H (-1.16323, 0.31215, -1.30614)
H (0.57852, -1.35134, -0.94436)
H (2.58340, -0.93955, 0.46602)
H (2.62194, 0.43204, -0.64199)
H (1.94100, 0.61316, 0.97983)
H (-2.42156, -1.30008, 0.72208)
H (-1.14273, -2.50408, 0.93166)
H (-1.56670, -1.94144, -0.69875)



[8]
Entry from the OMol25 dataset: a molecular structure, C5H11N (wB97M-V/def2-TZVPD).

Summary:
Frontier orbital gap = 9.59 eV
Lowest unoccupied orbital energy = 1.173 eV
Electronic energy = -6849.0660 eV
Relative energy (zero: lowest compared OMol25 entry of this formula, charge and spin) = 102.9 kcal per mole
Charge = 0

Atoms and positions in Å:
C (-1.61042, 1.89606, -0.64738)
C (-0.16679, 1.37045, -0.63651)
C (-0.18769, 0.25443, 0.39293)
C (-0.24134, -1.07714, -0.27514)
N (1.18826, -0.92972, 0.02484)
C (1.52811, -1.80050, 1.16682)
H (-2.31810, 1.10248, -0.91484)
H (-1.88888, 2.26858, 0.34341)
H (-1.72554, 2.70908, -1.37058)
H (0.12176, 1.05245, -1.65068)
H (0.50459, 2.18180, -0.33396)
H (1.10103, 0.06229, 0.67459)
H (-0.42662, -1.10241, -1.35258)
H (-0.73153, -1.90246, 0.24638)
H (2.55337, -1.59635, 1.48732)
H (1.45805, -2.83984, 0.83301)
H (0.84175, -1.64921, 2.01237)



[9]
Entry from the OMol25 dataset: C5H11N in the gas phase in a non-equilibrium geometry (wB97M-V/def2-TZVPD).

Summary:
Frontier orbital gap = 9.86 eV
Lowest unoccupied orbital energy = 1.096 eV
Electronic energy = -6851.0620 eV
Relative energy (zero: lowest compared OMol25 entry of this formula, charge and spin) = 56.9 kcal per mole
Charge = 0
SMILES = C=CCCNC

Atoms and positions in Å:
C (-1.34728, -1.04053, 1.91541)
N (-0.65902, 0.25829, 1.54352)
C (0.55502, 0.17012, 0.67591)
C (0.30899, -0.48082, -0.75494)
C (0.52347, 0.29011, -1.96617)
C (1.00536, 1.52160, -2.24238)
H (-0.81239, -1.72544, 2.46682)
H (-1.91706, -1.64173, 1.12815)
H (-2.03736, -0.64043, 2.69999)
H (-0.56819, 0.85716, 2.42568)
H (1.33652, -0.45248, 1.01934)
H (0.88796, 1.19402, 0.42798)
H (-0.70957, -0.87915, -0.73059)
H (0.90687, -1.38769, -0.90026)
H (0.30584, -0.23343, -2.96626)
H (0.99518, 2.26972, -1.53795)
H (1.22567, 1.92067, -3.20425)



[10]
Entry from the OMol25 dataset: C5H11N in the gas phase in a non-equilibrium geometry (wB97M-V/def2-TZVPD).

Summary:
Frontier orbital gap = 10.48 eV
Lowest unoccupied orbital energy = 1.168 eV
Electronic energy = -6852.1704 eV
Relative energy (zero: lowest compared OMol25 entry of this formula, charge and spin) = 31.3 kcal per mole
Charge = 0
SMILES = C=C[C@@H](N)CC

Atoms and positions in Å:
C (2.35019, -0.45529, -0.22018)
C (0.98799, -0.75268, 0.36924)
C (-0.07111, 0.15793, -0.20110)
C (-1.43036, -0.07075, 0.38539)
C (-2.52412, -0.51617, -0.27426)
H (2.30928, -0.47810, -1.34608)
H (2.49803, 0.60010, 0.19506)
H (3.17060, -1.17075, 0.12421)
H (0.56023, -1.78783, 0.12950)
H (0.99830, -0.68163, 1.43125)
H (-0.19260, -0.10330, -1.29133)
H (-0.40318, 2.04383, -0.52497)
H (0.40972, 1.82595, 0.89441)
H (-1.56486, 0.04647, 1.48284)
H (-3.56017, -0.42798, 0.27658)
H (-2.56203, -0.90232, -1.30253)
N (0.35158, 1.55105, -0.06049)



[11]
Entry from the OMol25 dataset: C5H11N in the gas phase in a non-equilibrium geometry (wB97M-V/def2-TZVPD).

Summary:
Frontier orbital gap = 10.54 eV
Lowest unoccupied orbital energy = 1.033 eV
Electronic energy = -6852.0863 eV
Relative energy (zero: lowest compared OMol25 entry of this formula, charge and spin) = 33.3 kcal per mole
Charge = 0
SMILES = C=C(N)CCC

Atoms and positions in Å:
C (0.70882, -1.45122, -2.03415)
C (0.23751, -0.30384, -1.17682)
C (-0.22548, -0.54051, 0.27681)
C (-0.13894, 0.76943, 1.05616)
C (0.25933, 0.79642, 2.32679)
N (-1.14446, 1.72410, 0.53209)
H (0.29381, -1.48439, -3.04376)
H (1.79103, -1.56909, -2.13912)
H (0.23983, -2.37325, -1.64513)
H (-0.60191, 0.15079, -1.73025)
H (0.95697, 0.51950, -1.16838)
H (0.37723, -1.32318, 0.77056)
H (-1.24654, -0.88408, 0.45874)
H (0.86320, -0.01259, 2.71543)
H (-0.07370, 1.55000, 3.03945)
H (-0.56203, 2.55533, 0.41780)
H (-1.73467, 1.87657, 1.34378)



[12]
Entry from the OMol25 dataset: C5H11N in the gas phase (wB97M-V/def2-TZVPD).

Summary:
Frontier orbital gap = 7.73 eV
Lowest unoccupied orbital energy = 0.878 eV
Electronic energy = -6849.8779 eV
Relative energy (zero: lowest compared OMol25 entry of this formula, charge and spin) = 84.2 kcal per mole
Charge = 0

Atoms and positions in Å:
C (-1.29228, 0.64835, -0.24194)
N (-0.26698, -0.40563, -0.13673)
C (0.32252, -0.69072, 1.19062)
C (1.24123, -0.13415, 0.16933)
C (-0.47000, -1.52033, -1.06292)
C (1.51875, 1.34571, 0.31337)
H (-0.90439, 1.49160, -0.81945)
H (-2.17398, 0.24438, -0.74570)
H (-1.58787, 0.99862, 0.74744)
H (0.34875, -1.75050, 1.45901)
H (-0.14011, -0.07429, 1.97378)
H (-0.30049, -1.16110, -2.08214)
H (-1.48641, -1.92310, -0.96981)
H (0.27121, -2.28664, -0.83999)
H (2.50302, 1.44378, 0.78637)
H (1.60529, 1.83137, -0.66783)
H (0.81174, 1.94264, 0.92659)



[13]
Entry from the OMol25 dataset: C5H11N in the gas phase (wB97M-V/def2-TZVPD).

Summary:
Frontier orbital gap = 8.99 eV
Lowest unoccupied orbital energy = 1.207 eV
Electronic energy = -6852.4507 eV
Relative energy (zero: lowest compared OMol25 entry of this formula, charge and spin) = 24.9 kcal per mole
Charge = 0
SMILES = CC/C=C/NC

Atoms and positions in Å:
C (2.06756, 2.16821, -0.01193)
C (1.68301, 0.69039, 0.22683)
C (0.36066, 0.30764, -0.37085)
C (-0.42235, -0.65947, 0.08814)
N (-1.51037, -1.19735, -0.61070)
C (-2.46477, -1.94710, 0.19717)
H (2.89477, 2.32665, -0.68408)
H (2.27072, 2.65543, 0.94183)
H (1.19868, 2.66762, -0.44174)
H (2.41347, 0.03482, -0.25209)
H (1.71580, 0.51215, 1.29862)
H (0.21138, 0.54696, -1.42433)
H (-0.33280, -1.03386, 1.09977)
H (-1.95067, -0.54602, -1.23031)
H (-1.96294, -2.85358, 0.53551)
H (-2.86530, -1.36991, 1.03285)
H (-3.30686, -2.30259, -0.39470)



[14]
Entry from the OMol25 dataset: 2 unconnected molecules or ions with the total composition C5H11N in a non-equilibrium geometry (wB97M-V/def2-TZVPD).

Summary:
Frontier orbital gap (spin up / spin down) = 7.36 / 6.92 eV
Lowest unoccupied orbital energy (spin up / spin down) = -6.152 / -6.440 eV
Electronic energy = -6839.7930 eV
Relative energy (zero: lowest compared OMol25 entry of this formula, charge and spin) = 143.9 kcal per mole
2S+1 = 2
Charge = +1

Atoms and positions in Å:
C (-1.71818, -0.48698, -1.06270)
C (-1.74404, 0.54587, 0.03050)
C (-0.83670, 0.06695, 1.17633)
C (0.61064, -0.20771, 0.79350)
C (1.22369, 0.18814, -0.36390)
N (2.60768, 0.00165, -0.37934)
H (-0.65916, -0.91754, -0.96210)
H (-1.77139, -0.09063, -2.08437)
H (-2.44936, -1.26946, -0.88376)
H (-1.43696, 1.53336, -0.33953)
H (-2.72801, 0.70454, 0.46039)
H (-0.71226, 0.90383, 1.88679)
H (-1.39532, -0.71163, 1.69860)
H (1.23131, -0.59471, 1.59955)
H (-0.00965, -1.46075, -1.24297)
H (3.12482, 0.38001, 0.41519)
H (3.03653, 0.19113, -1.27688)